Record 1
{
  "formula": "C33H31CaN7O4Se3",
  "method": "the ωB97M-V functional and the def2-TZVPD basis",
  "relative_energy_kcal_mol": 3.57,
  "homo_energy_ev": -0.40,
  "charge": -2,
  "symbols": ["Ca", "O", "C", "C", "C", "O", "C", "Se", "C", "Se", "H", "H", "H", "H", "H", "H", "H", "H", "H", "H", "Se", "N", "C", "C", "C", "C", "C", "N", "C", "C", "N", "C", "C", "C", "C", "C", "N", "H", "H", "H", "H", "H", "H", "C", "N", "C", "C", "C", "C", "C", "N", "C", "C", "C", "C", "C", "C", "H", "H", "H", "H", "H", "H", "H", "H", "H", "H", "H", "O", "C", "C", "C", "C", "O", "N", "H", "H", "H", "H"],
  "coordinates": [[-0.066, 0.469, 0.253], [-6.271, 0.162, 0.316], [-5.796, 0.749, 1.534], [-4.259, 0.730, 1.607], [-4.008, 1.236, 3.050], [-2.707, 1.528, 3.466], [-3.836, -0.745, 1.449], [-1.965, -1.195, 1.873], [-3.740, 1.594, 0.429], [-2.180, 2.802, 0.558], [-7.229, 0.138, 0.364], [-6.210, 0.197, 2.390], [-6.135, 1.792, 1.598], [-4.457, 0.466, 3.706], [-4.577, 2.161, 3.202], [-2.156, 0.732, 3.343], [-4.063, -1.055, 0.431], [-4.446, -1.364, 2.114], [-4.561, 2.228, 0.088], [-3.521, 0.921, -0.397], [5.391, -6.232, 0.504], [3.987, -5.830, -0.534], [3.511, -4.693, -0.117], [2.355, -4.028, -0.707], [1.644, -4.591, -1.765], [0.555, -3.912, -2.255], [0.207, -2.687, -1.683], [0.884, -2.135, -0.682], [1.936, -2.795, -0.197], [2.647, -2.169, 0.947], [2.189, -0.990, 1.374], [2.783, -0.423, 2.414], [3.870, -0.994, 3.079], [4.359, -2.198, 2.633], [3.740, -2.806, 1.543], [4.202, -4.084, 1.012], [5.222, -4.741, 1.484], [1.959, -5.544, -2.169], [-0.039, -4.305, -3.068], [-0.651, -2.134, -2.037], [2.367, 0.526, 2.718], [4.306, -0.484, 3.926], [5.203, -2.686, 3.104], [2.374, 1.980, -1.945], [1.136, 1.222, -1.776], [0.510, 0.938, -2.861], [-0.750, 0.270, -2.904], [-1.489, -0.099, -4.035], [-2.635, -0.733, -3.545], [-2.519, -0.705, -2.147], [-1.384, -0.112, -1.752], [2.118, 3.401, -2.398], [1.009, 4.106, -1.932], [0.796, 5.414, -2.337], [1.681, 6.039, -3.208], [2.781, 5.342, -3.681], [2.991, 4.028, -3.278], [3.038, 1.490, -2.670], [2.882, 2.022, -0.980], [0.943, 1.220, -3.831], [-1.223, 0.094, -5.065], [-3.460, -1.138, -4.113], [-3.203, -1.114, -1.418], [0.302, 3.632, -1.261], [-0.073, 5.942, -1.964], [1.507, 7.063, -3.521], [3.475, 5.815, -4.368], [3.851, 3.480, -3.652], [0.157, 1.011, 3.713], [0.537, 2.032, 3.164], [0.600, 3.397, 3.836], [1.540, 4.171, 2.925], [1.726, 3.236, 1.724], [2.437, 3.532, 0.767], [1.032, 2.085, 1.885], [0.944, 3.292, 4.865], [-0.420, 3.786, 3.848], [2.519, 4.354, 3.376], [1.157, 5.127, 2.569]],
  "mulliken_charge": [1.69, -0.50, -1.56, 2.34, -1.43, -0.22, -1.36, -0.58, -0.90, -0.51, 0.31, 0.49, 0.45, 0.29, 0.33, 0.17, 0.46, 0.39, 0.36, 0.02, 0.14, -0.90, 1.11, 0.43, -0.70, -1.00, 0.01, 0.71, -0.76, -0.70, 0.68, -0.21, -1.16, -0.63, 0.42, 1.09, -0.90, 0.49, 0.49, 0.11, 0.31, 0.46, 0.49, -1.85, 0.34, -0.67, 0.36, -1.04, -1.01, -0.29, 0.31, 0.85, -0.04, -0.79, -0.36, -0.47, -0.62, 0.37, 0.43, 0.23, 0.46, 0.45, 0.19, 0.43, 0.43, 0.35, 0.34, 0.30, -0.65, 0.38, -0.77, -0.62, -0.26, -0.70, 0.67, 0.33, 0.24, 0.23, 0.27]
}

---

Record 2
{
  "formula": "C3H6N4O",
  "method": "the ωB97M-V functional and the def2-TZVPD basis",
  "relative_energy_kcal_mol": 216.76,
  "homo_energy_ev": -8.13,
  "charge": 0,
  "symbols": ["C", "C", "C", "H", "H", "H", "H", "H", "H", "N", "N", "N", "N", "O"],
  "coordinates": [[-0.849, 1.449, 0.113], [0.471, 1.178, 0.220], [0.434, -0.203, -0.187], [-0.884, -2.695, -0.121], [-0.655, -1.452, 1.342], [-2.474, 0.373, 0.071], [-1.247, 2.548, -0.026], [1.231, 1.739, 0.398], [3.661, -0.175, -0.900], [-1.215, -1.697, 0.372], [-0.847, -0.641, -0.581], [-1.659, 0.498, -0.476], [1.510, -1.003, -0.261], [2.523, 0.082, 0.037]],
  "mulliken_charge": [-0.33, -0.53, 0.49, 0.34, 0.33, 0.31, 0.27, 0.60, 0.32, -0.63, 0.08, -0.28, -0.48, -0.49]
}

---

Record 3
{
  "formula": "H11O6",
  "method": "the ωB97M-V functional and the def2-TZVPD basis",
  "relative_energy_kcal_mol": 10.88,
  "homo_energy_ev": -5.40,
  "charge": -1,
  "symbols": ["O", "H", "O", "H", "H", "O", "H", "H", "O", "H", "H", "O", "H", "H", "O", "H", "H"],
  "coordinates": [[0.074, -1.178, -1.451], [0.133, -2.133, -1.355], [1.334, 0.268, -3.309], [0.937, -0.137, -2.481], [0.634, -0.062, -3.886], [1.437, -0.582, 0.786], [2.253, -1.067, 0.638], [0.920, -0.792, -0.040], [-2.151, -0.339, -0.177], [-2.693, -0.488, -0.954], [-1.233, -0.557, -0.495], [1.229, 0.746, 3.286], [1.226, 0.267, 2.437], [0.831, 0.087, 3.870], [-1.832, 2.357, 1.175], [-0.972, 2.182, 0.763], [-2.126, 1.428, 1.195]],
  "mulliken_charge": [-1.13, 0.15, -0.71, 0.44, 0.28, -0.73, 0.26, 0.43, -0.68, 0.26, 0.41, -0.64, 0.40, 0.29, -0.67, 0.31, 0.33]
}

---

Record 4
{
  "formula": "C12H45N3O9",
  "method": "the ωB97M-V functional and the def2-TZVPD basis",
  "spin_multiplicity": 2,
  "s_squared": 0.7505,
  "homo_energy_ev": [0.32, -6.75],
  "charge": -1,
  "symbols": ["O", "H", "H", "O", "H", "H", "O", "H", "H", "O", "H", "H", "O", "H", "H", "O", "H", "H", "C", "C", "C", "O", "C", "N", "H", "H", "H", "H", "H", "H", "H", "H", "H", "H", "H", "C", "C", "C", "O", "C", "N", "H", "H", "H", "H", "H", "H", "H", "H", "H", "H", "H", "C", "C", "C", "O", "C", "N", "H", "H", "H", "H", "H", "H", "H", "H", "H", "H", "H"],
  "coordinates": [[-2.352, 3.422, -1.377], [-1.659, 2.831, -1.672], [-2.845, 3.630, -2.170], [-0.650, 0.850, 0.229], [-1.107, 0.570, -0.564], [0.017, 0.179, 0.372], [-4.468, 1.715, -0.346], [-3.850, 0.989, -0.257], [-5.184, 1.358, -0.870], [-2.120, 2.884, 1.355], [-1.649, 2.124, 1.011], [-2.400, 2.617, 2.231], [-2.076, 0.346, -1.807], [-2.052, -0.602, -1.939], [-2.077, 0.711, -2.691], [1.608, -0.679, 0.499], [1.872, -1.595, 0.588], [2.433, -0.193, 0.478], [0.254, -2.292, -3.353], [-0.794, -2.883, -2.411], [-0.487, -2.889, -0.936], [-1.348, -3.673, -0.098], [-0.821, -4.055, 1.128], [-2.088, -2.189, -2.687], [1.145, -2.903, -3.210], [0.462, -1.286, -2.989], [-0.108, -2.242, -4.380], [-0.907, -3.919, -2.731], [-0.621, -1.864, -0.590], [0.586, -3.075, -0.878], [-0.611, -3.145, 1.690], [0.045, -4.718, 1.135], [-1.605, -4.633, 1.616], [-2.507, -2.378, -3.586], [-2.732, -2.598, -2.025], [2.339, 2.274, -1.760], [2.135, 3.827, -1.947], [3.109, 4.508, -2.973], [2.998, 3.885, -4.263], [3.870, 4.441, -5.208], [0.763, 4.129, -2.267], [3.415, 2.129, -1.670], [2.003, 1.602, -2.550], [1.924, 1.860, -0.841], [2.467, 4.219, -0.986], [4.159, 4.408, -2.699], [2.929, 5.578, -3.078], [3.438, 5.416, -5.436], [3.818, 4.001, -6.204], [4.869, 4.462, -4.774], [0.411, 3.527, -2.998], [0.696, 5.037, -2.706], [-0.926, -0.934, 3.612], [-1.039, -2.072, 4.552], [-0.191, -1.854, 5.826], [1.249, -1.705, 5.632], [1.930, -3.000, 5.525], [-2.390, -2.219, 4.993], [0.050, -0.838, 3.135], [-1.098, 0.017, 4.115], [-1.618, -1.000, 2.773], [-0.713, -2.979, 4.043], [-0.436, -2.680, 6.494], [-0.468, -0.920, 6.316], [1.610, -3.643, 6.345], [3.012, -2.880, 5.560], [1.666, -3.338, 4.522], [-2.832, -2.859, 4.349], [-2.452, -2.817, 5.804]],
  "mulliken_charge": [-0.49, 0.14, 0.27, -1.07, 0.32, 0.03, -0.57, 0.27, 0.26, -0.61, 0.39, 0.30, -0.32, 0.34, 0.15, 1.63, -0.52, -0.43, -1.66, 0.53, -0.33, 0.06, -1.01, -0.69, 0.57, 0.11, 0.46, 0.25, -0.80, 0.38, 0.04, 0.39, 0.31, 0.29, 0.19, -1.55, 0.38, -0.94, -0.24, -0.76, -0.53, 0.44, 0.26, 0.40, 0.16, 0.46, 0.44, 0.30, 0.25, 0.29, 0.28, 0.24, -1.61, 1.18, -0.95, -0.21, -0.86, -0.82, 0.39, 0.38, 0.34, -0.08, 0.46, 0.31, 0.27, 0.32, 0.20, 0.28, 0.29]
}

---

Record 5
{
  "formula": "C22H43Cl18O2",
  "method": "the ωB97M-V functional and the def2-TZVPD basis",
  "homo_energy_ev": -1.42,
  "charge": -1,
  "symbols": ["C", "C", "O", "C", "C", "O", "H", "H", "H", "H", "H", "H", "H", "Cl", "C", "C", "Cl", "H", "H", "H", "H", "Cl", "C", "C", "Cl", "H", "H", "H", "H", "Cl", "C", "C", "Cl", "H", "H", "H", "H", "Cl", "C", "C", "Cl", "H", "H", "H", "H", "Cl", "C", "C", "Cl", "H", "H", "H", "H", "Cl", "C", "C", "Cl", "H", "H", "H", "H", "Cl", "C", "C", "Cl", "H", "H", "H", "H", "Cl", "C", "C", "Cl", "H", "H", "H", "H", "Cl", "C", "C", "Cl", "H", "H", "H", "H"],
  "coordinates": [[1.334, 1.962, 4.017], [0.902, 3.413, 3.548], [-0.419, 3.867, 4.022], [-1.461, 3.309, 3.261], [-2.312, 2.168, 4.004], [-1.757, 3.662, 2.094], [1.162, 1.174, 3.217], [0.897, 1.670, 5.027], [1.034, 3.478, 2.412], [1.665, 4.145, 4.000], [-2.417, 2.530, 5.090], [-3.340, 2.029, 3.551], [-1.685, 1.214, 4.050], [3.733, -0.161, 0.248], [2.339, -1.183, -0.190], [1.026, -0.437, -0.080], [0.594, -0.061, 1.608], [2.353, -2.066, 0.451], [2.497, -1.507, -1.221], [0.215, -1.051, -0.480], [1.050, 0.501, -0.639], [3.140, 3.336, 6.771], [4.669, 2.450, 6.985], [4.904, 1.441, 5.879], [3.759, 0.081, 5.956], [4.649, 1.971, 7.965], [5.468, 3.195, 6.986], [5.906, 1.017, 5.973], [4.820, 1.901, 4.892], [-1.783, 1.414, -3.349], [-2.860, 1.281, -1.932], [-2.215, 0.521, -0.793], [-2.006, -1.210, -1.174], [-3.789, 0.807, -2.258], [-3.090, 2.299, -1.614], [-2.849, 0.575, 0.093], [-1.239, 0.932, -0.536], [-5.661, 0.980, -3.355], [-5.081, -0.230, -4.528], [-5.185, 0.264, -5.956], [-6.878, 0.415, -6.495], [-5.652, -1.147, -4.377], [-4.037, -0.433, -4.282], [-4.702, -0.447, -6.628], [-4.702, 1.233, -6.081], [2.894, -4.445, -4.141], [3.259, -3.089, -5.239], [3.803, -1.886, -4.498], [2.570, -1.114, -3.470], [2.348, -2.843, -5.787], [4.000, -3.454, -5.955], [4.135, -1.131, -5.214], [4.650, -2.152, -3.868], [-6.300, 1.055, 4.559], [-6.840, 0.193, 3.096], [-5.689, -0.115, 2.162], [-5.022, 1.360, 1.418], [-7.601, 0.801, 2.605], [-7.307, -0.734, 3.430], [-6.034, -0.753, 1.346], [-4.879, -0.632, 2.679], [-6.844, 6.007, 4.321], [-6.202, 4.776, 3.202], [-6.247, 5.235, 1.761], [-7.915, 5.358, 1.144], [-6.772, 3.857, 3.349], [-5.169, 4.587, 3.499], [-5.728, 4.513, 1.127], [-5.766, 6.206, 1.634], [7.149, -2.950, -4.473], [7.704, -4.170, -5.645], [7.588, -3.684, -7.075], [5.891, -3.521, -7.602], [7.128, -5.081, -5.483], [8.749, -4.380, -5.410], [8.058, -4.402, -7.748], [8.078, -2.719, -7.211], [4.822, -3.592, -0.425], [4.139, -4.855, 0.627], [3.266, -5.828, -0.140], [1.760, -5.071, -0.716], [3.584, -4.364, 1.428], [4.982, -5.386, 1.073], [2.976, -6.655, 0.510], [3.790, -6.240, -1.003]],
  "mulliken_charge": [0.29, -0.27, -0.27, 0.50, -0.49, -0.59, -0.83, 0.15, 0.19, 0.17, 0.31, -0.09, 0.23, -0.21, 0.37, -0.34, -0.25, 0.13, -0.30, 0.02, 0.37, -0.14, -0.50, -0.53, -0.18, 0.31, 0.27, 0.36, 0.34, -0.21, 0.12, 0.25, -0.27, -0.23, 0.38, -0.29, 0.18, -0.19, -0.34, -0.46, -0.20, 0.36, 0.24, 0.32, 0.30, -0.17, 0.07, -0.25, -0.13, 0.36, -0.21, 0.33, 0.01, -0.18, -0.55, -0.56, -0.13, 0.30, 0.37, 0.41, 0.34, -0.21, -0.01, -0.24, -0.22, 0.10, 0.10, 0.10, 0.36, -0.15, -0.53, -0.40, -0.19, 0.31, 0.37, 0.30, 0.31, -0.13, -0.57, -0.42, -0.15, 0.33, 0.36, 0.31, 0.28]
}